# 1
{
  "formula": "C20H35N4OSi2",
  "method": "ωB97M-V with the def2-TZVPD basis set",
  "symbols": ["C", "C", "C", "N", "C", "C", "C", "N", "C", "C", "N", "C", "C", "C", "C", "C", "C", "O", "H", "H", "H", "H", "H", "H", "H", "H", "H", "H", "H", "H", "H", "H", "H", "H", "H", "C", "Si", "C", "C", "N", "Si", "C", "C", "C", "H", "H", "H", "H", "H", "H", "H", "H", "H", "H", "H", "H", "H", "H", "H", "H", "H", "H"],
  "positions_angstrom": [[-1.87022, -2.86552, 0.38583], [-0.39969, -2.98192, 0.01446], [-0.12628, -3.74942, -1.29484], [0.51968, -2.50137, 0.75692], [1.66224, -2.03237, 0.06586], [1.66047, -0.81655, -0.52852], [2.78476, -0.27462, -1.20215], [2.68087, 0.97234, -1.73961], [3.77577, 1.37846, -2.33550], [4.94303, 0.57597, -2.44656], [5.09132, -0.63282, -1.94995], [3.96298, -1.03178, -1.29640], [3.96500, -2.31512, -0.66714], [2.88971, -2.80538, -0.00234], [3.01996, -4.17090, 0.67169], [3.70659, -3.95518, 2.07429], [5.22235, -3.65576, 1.95802], [3.00438, -2.90479, 2.71484], [-2.31707, -2.02368, -0.16149], [-2.02569, -2.80917, 1.46801], [-2.39849, -3.77040, 0.03902], [-0.84072, -4.58761, -1.31068], [0.88608, -4.16069, -1.33237], [-0.37149, -3.11806, -2.16213], [0.74166, -0.23058, -0.44249], [3.79006, 2.37878, -2.77499], [5.79594, 0.99931, -2.98884], [4.87986, -2.90536, -0.71201], [3.59138, -4.87724, 0.05412], [2.03107, -4.58737, 0.91357], [3.60948, -4.86258, 2.69112], [5.32325, -2.56443, 1.81840], [5.63577, -4.11130, 1.04857], [5.78953, -3.91358, 2.85928], [3.45513, -2.06480, 2.57577], [-1.47650, 1.49845, -2.27004], [-2.00240, 2.61481, -0.83046], [-1.75660, 4.40166, -1.40485], [-0.79874, 2.27685, 0.58652], [-3.60305, 2.25521, -0.43972], [-4.46609, 3.01607, 0.79259], [-4.67629, 4.87845, 0.52086], [-3.71004, 2.75579, 2.50926], [-6.20721, 2.27039, 0.84361], [-0.43615, 1.69805, -2.55459], [-1.55656, 0.44497, -1.98720], [-2.10932, 1.67511, -3.14268], [-0.76712, 4.52851, -1.86278], [-1.82101, 5.10595, -0.57270], [-2.50652, 4.67295, -2.15080], [-0.97790, 1.29008, 1.02045], [-0.88271, 3.02566, 1.37667], [0.23640, 2.30246, 0.22037], [-3.74372, 5.41919, 0.69553], [-5.42343, 5.28801, 1.21310], [-5.01400, 5.08361, -0.49684], [-3.47217, 1.70228, 2.66934], [-4.41467, 3.06497, 3.29213], [-2.79978, 3.34410, 2.64249], [-6.15841, 1.19755, 1.04345], [-6.71770, 2.42556, -0.10939], [-6.80694, 2.73881, 1.63394]],
  "forces_ev_per_angstrom": [[0.2, -1.3, 0.1], [-0.2, -0.6, -0.2], [-0.8, 0.4, 0.3], [-0.7, 1.3, -0.8], [1.7, -1.7, 0.3], [-1.0, 0.7, 0.1], [-0.5, 0.2, 0.1], [0.7, -0.1, -0.1], [0.0, -0.1, 0.0], [0.8, 0.3, -0.4], [-1.1, 1.0, 0.1], [0.3, -1.3, 0.5], [0.4, 0.3, -0.3], [-0.5, -0.7, 0.2], [0.0, 0.5, 1.0], [0.5, -0.1, -0.7], [-0.6, 0.8, -0.3], [0.1, -0.3, 0.7], [0.2, 0.0, 0.4], [0.1, 0.5, -0.3], [0.1, 0.3, 0.1], [0.3, 0.2, -0.1], [-0.1, 0.4, -0.1], [0.3, -0.2, 0.1], [0.4, 0.1, -0.2], [-0.1, -0.3, 0.1], [-0.2, -0.2, 0.2], [-0.2, 0.2, -0.2], [-0.2, 0.2, 0.1], [0.2, 0.1, -0.4], [-0.3, 0.3, -0.2], [0.2, -0.3, 0.0], [0.1, -0.1, 0.5], [-0.2, -0.1, -0.3], [0.0, -0.1, -0.1], [0.5, 0.2, 0.0], [-1.7, -0.7, 0.1], [0.6, 0.0, -0.1], [0.6, 0.1, -0.2], [0.4, 0.6, 0.5], [0.6, -1.0, -1.4], [-0.3, 0.2, 0.5], [-0.4, 0.3, 0.4], [-0.1, 0.3, 0.4], [0.0, -0.1, -0.1], [-0.1, 0.0, 0.0], [-0.1, 0.0, 0.0], [0.0, 0.1, 0.0], [-0.1, 0.0, 0.0], [-0.1, 0.0, 0.1], [-0.1, 0.0, 0.0], [0.0, 0.0, 0.0], [0.0, 0.0, 0.1], [0.0, 0.0, -0.1], [0.0, 0.1, 0.0], [0.1, -0.1, 0.0], [0.0, 0.0, -0.1], [0.1, 0.0, 0.1], [0.0, 0.0, 0.0], [0.0, 0.0, 0.0], [0.0, 0.0, 0.0], [-0.1, -0.1, 0.0]],
  "lowdin_charge": [-0.03, -0.36, -0.02, 0.14, -0.24, 0.06, -0.21, 0.14, -0.12, -0.14, 0.12, -0.22, 0.01, -0.17, -0.09, -0.41, -0.05, -0.04, 0.09, 0.08, 0.07, 0.07, 0.07, 0.09, 0.12, 0.11, 0.10, 0.11, 0.12, 0.11, 0.13, 0.08, 0.07, 0.08, 0.09, -0.21, 0.19, -0.21, -0.20, -0.25, 0.19, -0.21, -0.21, -0.22, 0.00, 0.00, 0.01, 0.01, 0.00, 0.02, 0.01, 0.00, 0.00, 0.00, 0.01, 0.02, 0.02, 0.01, 0.00, 0.01, 0.01, 0.00],
  "total_charge": -1,
  "energy_ha": -1656.44696,
  "orbital_gap_ev": 5.202,
  "multiplicity": 1,
  "homo_energy_ev": -3.35,
  "molar_mass_g_mol": 403.7
}

# 2
{
  "formula": "C6H10",
  "method": "ωB97M-V with the def2-TZVPD basis set",
  "symbols": ["C", "C", "C", "C", "C", "C", "H", "H", "H", "H", "H", "H", "H", "H", "H", "H"],
  "positions_angstrom": [[-2.22804, 0.25811, -0.27265], [-0.78105, -0.02230, -0.03911], [-0.10603, -1.15266, -0.37847], [1.23183, -1.21489, 0.16256], [1.38567, 0.09515, 0.89049], [0.11838, 0.94330, 0.67518], [-2.36476, 1.20504, -0.80467], [-2.71191, -0.54389, -0.83530], [-2.73463, 0.36039, 0.69435], [-0.55322, -1.95632, -0.96229], [2.44295, -1.02952, -1.39320], [2.50575, -0.49962, -1.93183], [1.51011, -0.17320, 1.94822], [2.32232, 0.59129, 0.61126], [0.29654, 1.81881, 0.03461], [-0.33390, 1.32030, 1.60083]],
  "forces_ev_per_angstrom": [[0.0, 0.0, 0.0], [0.1, 0.0, 0.1], [0.0, 0.0, 0.1], [-0.3, 0.2, 0.2], [0.0, 0.0, 0.0], [0.0, -0.1, 0.0], [0.0, -0.1, 0.1], [0.1, 0.1, 0.1], [0.0, 0.0, -0.1], [0.0, 0.1, 0.2], [0.1, 0.1, -0.3], [0.1, -0.1, 0.0], [0.0, 0.0, -0.1], [-0.1, -0.1, 0.0], [0.0, -0.1, 0.1], [0.0, -0.1, -0.1]],
  "lowdin_charge": [-0.04, -0.26, -0.13, -0.05, -0.26, -0.15, 0.09, 0.08, 0.09, 0.10, 0.01, 0.07, 0.11, 0.10, 0.13, 0.12],
  "energy_ha": -234.45515,
  "orbital_gap_ev": 7.852,
  "multiplicity": 1,
  "homo_energy_ev": -7.89,
  "molar_mass_g_mol": 82.1
}

# 3
{
  "formula": "C6H6F3N",
  "method": "ωB97M-V with the def2-TZVPD basis set",
  "symbols": ["H", "N", "C", "C", "C", "F", "F", "F", "C", "C", "C", "H", "H", "H", "H", "H"],
  "positions_angstrom": [[-1.21517, 2.92561, -0.61179], [-1.09440, 1.92294, -0.45444], [-0.13153, 1.83896, 0.31871], [0.38634, 0.30870, 0.52812], [1.71640, -0.05828, -0.07675], [2.12845, -1.26514, 0.28557], [1.61392, -0.08774, -1.40291], [2.72342, 0.78767, 0.16033], [-0.30670, -0.58648, 1.57863], [-0.63799, -0.83231, 0.32039], [-1.19988, -1.55094, -0.76157], [0.33654, 2.62039, 0.92284], [-0.23496, -0.78665, 2.56766], [-1.59099, -0.80659, -1.53338], [-1.94712, -2.30201, -0.44012], [-0.54633, -2.12814, -1.40131]],
  "forces_ev_per_angstrom": [[-1.0, 0.1, 0.1], [-0.6, 1.5, -1.4], [2.1, -4.0, 1.4], [-1.9, 0.6, 0.6], [-0.2, 0.5, 0.3], [0.2, -0.8, 0.5], [-0.3, 0.0, -1.3], [0.3, 0.7, 0.6], [0.3, 0.7, -5.4], [2.3, 2.1, 3.4], [-2.2, -0.4, -2.4], [0.2, 0.1, -0.4], [-0.1, -0.7, 2.7], [-0.1, -0.9, 1.2], [0.0, 0.7, -0.2], [1.0, -0.1, 0.3]],
  "lowdin_charge": [0.06, 0.12, -0.15, -0.20, -0.64, 0.16, 0.15, 0.14, 0.13, -0.20, -0.05, 0.11, 0.07, 0.12, 0.09, 0.08],
  "energy_ha": -586.47672,
  "orbital_gap_ev": 10.351,
  "multiplicity": 1,
  "homo_energy_ev": -9.40,
  "smiles": "[H]/N=C/[C@@]1(C(F)(F)F)C=C1C",
  "molar_mass_g_mol": 149.1
}

# 4
{
  "formula": "CH2Cl4O2SSi",
  "method": "ωB97M-V with the def2-TZVPD basis set",
  "symbols": ["C", "S", "O", "Cl", "O", "Si", "Cl", "Cl", "Cl", "H", "H"],
  "positions_angstrom": [[-1.92832, 0.45833, -0.21667], [-0.81812, -0.91125, -0.52881], [-1.04785, -1.49545, -1.76976], [-0.37254, -2.53155, 0.60638], [0.62171, -0.18100, -0.47732], [1.75127, 0.74571, 0.29983], [1.11149, 1.35682, 2.11221], [2.17366, 2.24395, -0.92897], [3.12273, -0.66137, 0.67382], [-2.95014, 0.08747, -0.52991], [-1.66390, 0.88833, 0.75920]],
  "forces_ev_per_angstrom": [[1.4, -3.1, -0.5], [-0.9, 5.3, 1.5], [-0.2, -1.2, -2.5], [0.2, -0.4, 0.9], [-1.0, -0.6, 0.0], [-1.0, -1.2, 0.2], [-0.2, 0.3, 0.0], [0.3, 0.3, -0.2], [0.9, 0.0, -0.1], [1.1, 0.6, 0.9], [-0.6, -0.1, -0.3]],
  "lowdin_charge": [-0.16, 0.35, -0.35, 0.37, -0.55, -0.88, 0.38, 0.44, 0.40, 0.03, -0.01],
  "energy_ha": -2718.32272,
  "orbital_gap_ev": [8.631, 8.630],
  "multiplicity": 1,
  "homo_energy_ev": [-9.05, -9.05],
  "smiles": "C=[S@](=O)(Cl)O[Si](Cl)(Cl)Cl",
  "molar_mass_g_mol": 248.0
}

# 5
{
  "formula": "C2H3O2P",
  "method": "ωB97M-V with the def2-TZVPD basis set",
  "symbols": ["C", "C", "O", "P", "O", "H", "H", "H"],
  "positions_angstrom": [[-0.56998, -1.76877, 1.50752], [-0.71567, -0.88529, 0.71859], [-0.77498, 0.54166, -0.19411], [0.12691, 0.53358, -1.54533], [1.55079, 1.13074, -0.86651], [-0.62015, -2.54140, 2.23034], [-0.37240, 1.77308, -1.92691], [1.37548, 1.21639, 0.07641]],
  "forces_ev_per_angstrom": [[-0.4, 0.2, -0.1], [0.1, 5.2, -3.5], [-1.1, -5.0, 4.4], [2.1, -0.4, -0.3], [-0.6, -0.7, -0.6], [0.2, -0.2, 0.0], [-0.5, 0.6, -0.1], [0.2, 0.3, 0.2]],
  "lowdin_charge": [0.07, -0.05, -0.43, 0.78, -0.36, 0.03, -0.06, 0.03],
  "energy_ha": -569.69812,
  "orbital_gap_ev": 9.392,
  "multiplicity": 1,
  "homo_energy_ev": -9.55,
  "smiles": "C#COPO",
  "molar_mass_g_mol": 90.0
}

# 6
{
  "formula": "C38H41FGe2MgN4O7",
  "method": "ωB97M-V with the def2-TZVPD basis set",
  "symbols": ["Mg", "C", "C", "N", "C", "C", "C", "O", "O", "C", "O", "C", "C", "C", "F", "C", "C", "C", "N", "C", "C", "N", "C", "C", "H", "H", "H", "H", "H", "H", "H", "H", "H", "H", "H", "H", "H", "H", "H", "H", "H", "H", "C", "Ge", "C", "C", "Ge", "C", "C", "C", "C", "C", "C", "C", "C", "C", "C", "C", "C", "H", "H", "H", "H", "H", "H", "H", "H", "H", "H", "H", "H", "H", "H", "H", "H", "H", "H", "H", "O", "C", "O", "C", "C", "C", "C", "C", "C", "N", "O", "O", "H", "H", "H", "H"],
  "positions_angstrom": [[0.13114, 0.59976, 0.28062], [4.43515, 1.69902, 5.60322], [4.02249, 0.24770, 5.37744], [2.86336, 0.12537, 4.49266], [3.07757, -0.06162, 3.17190], [2.10525, -0.24796, 2.24361], [2.57085, -0.41420, 0.79194], [3.75577, -0.64060, 0.61283], [1.66362, -0.29986, -0.10674], [0.73430, -0.26928, 2.64946], [-0.23292, -0.52128, 1.88508], [0.50009, 0.04392, 4.05893], [-0.81298, 0.17137, 4.51838], [-1.05623, 0.43189, 5.83807], [-2.32826, 0.49268, 6.28543], [-0.01549, 0.60227, 6.75515], [1.28578, 0.51475, 6.29614], [1.57097, 0.22403, 4.95668], [-0.21817, 0.84584, 8.14545], [0.06263, -0.28355, 9.01864], [0.33478, 0.21944, 10.42838], [-0.86185, 0.99503, 10.89262], [-1.15984, 2.13130, 9.95919], [-1.40936, 1.55955, 8.57038], [5.30785, 1.74068, 6.25418], [3.62745, 2.27630, 6.05462], [4.69431, 2.16662, 4.65337], [3.79820, -0.24759, 6.32132], [4.84114, -0.29794, 4.91348], [4.10802, -0.06988, 2.83679], [-1.63050, 0.03449, 3.81974], [2.07838, 0.70259, 7.00724], [0.93844, -0.81814, 8.65970], [-0.77790, -0.99885, 9.04277], [1.18812, 0.89428, 10.43502], [0.51626, -0.60467, 11.11616], [-0.72495, 1.33435, 11.84424], [-1.66877, 0.36687, 10.90114], [-0.29341, 2.78937, 9.95092], [-2.02738, 2.67516, 10.32860], [-1.60800, 2.38169, 7.88654], [-2.30485, 0.92101, 8.59846], [-2.34070, -3.01846, -1.76986], [-3.12796, -2.17089, -0.17026], [-5.10290, -2.34847, -0.25734], [-2.45359, -3.15548, 1.40623], [-2.42706, 0.25277, -0.04313], [-3.19178, 1.27001, -1.55065], [-3.15445, 2.66179, -1.62520], [-3.70414, 3.32468, -2.71032], [-4.29702, 2.60460, -3.73911], [-4.33367, 1.21927, -3.68358], [-3.77209, 0.55843, -2.60131], [-3.18820, 1.05748, 1.60605], [-4.00950, 0.28420, 2.42839], [-4.56891, 0.81355, 3.58223], [-4.29982, 2.12646, 3.94189], [-3.47092, 2.90407, 3.14576], [-2.91876, 2.37106, 1.98980], [-2.56541, -4.08561, -1.75508], [-1.25808, -2.89259, -1.76664], [-2.73630, -2.59853, -2.69374], [-5.32394, -3.41240, -0.35865], [-5.51107, -1.82290, -1.11963], [-5.59279, -1.97455, 0.64057], [-2.62277, -4.22277, 1.25794], [-2.95020, -2.84990, 2.32714], [-1.38310, -2.98066, 1.51243], [-2.68429, 3.23587, -0.83680], [-3.66554, 4.40562, -2.76166], [-4.72120, 3.12344, -4.58897], [-4.78898, 0.65353, -4.48644], [-3.78872, -0.52557, -2.56927], [-4.22762, -0.74056, 2.15026], [-5.21402, 0.20090, 4.19992], [-4.73659, 2.54200, 4.84150], [-3.26476, 3.93283, 3.41581], [-2.27656, 2.99534, 1.37895], [-0.11602, 2.34713, -0.65564], [0.26664, 2.88651, 0.41723], [0.60512, 2.19972, 1.42032], [0.25396, 4.38165, 0.52506], [0.46705, 4.99307, 1.75590], [0.41630, 6.37349, 1.87136], [0.15173, 7.15122, 0.75620], [-0.06334, 6.52598, -0.46209], [-0.01647, 5.15034, -0.59764], [-0.36067, 7.35059, -1.64195], [-0.67212, 6.77388, -2.66520], [-0.27164, 8.55757, -1.52187], [0.67018, 4.36687, 2.61468], [0.58223, 6.84426, 2.83081], [0.10779, 8.22933, 0.80324], [-0.18647, 4.68293, -1.55709]],
  "forces_ev_per_angstrom": [[-0.1, 0.0, -0.2], [-0.1, -0.1, -0.1], [0.2, 0.3, 0.1], [0.1, -0.1, -0.2], [0.0, 0.0, 0.2], [-0.3, 0.0, -0.3], [0.4, -0.3, -0.1], [-0.1, 0.1, 0.1], [1.2, -0.5, -0.2], [0.4, -0.2, 0.3], [0.0, 0.0, 0.6], [0.1, -0.1, 0.1], [-0.1, 0.0, 0.0], [0.1, -0.1, -0.2], [-0.1, 0.0, 0.0], [0.2, 0.0, -0.1], [0.0, 0.0, 0.2], [-0.3, 0.0, -0.1], [0.0, -0.1, 0.1], [-0.1, 0.2, 0.0], [0.2, -0.3, -0.3], [0.1, 0.0, 0.0], [-0.1, 0.2, -0.4], [0.2, 0.0, 0.1], [0.0, 0.0, 0.0], [0.0, 0.0, 0.0], [0.0, 0.0, 0.0], [0.0, -0.1, 0.0], [0.0, -0.1, 0.0], [0.0, -0.1, 0.0], [0.0, 0.0, 0.0], [0.0, 0.0, 0.0], [0.0, 0.0, 0.0], [0.0, 0.0, 0.0], [0.0, 0.1, 0.1], [-0.1, 0.1, 0.1], [0.0, 0.0, 0.0], [0.0, 0.0, 0.1], [0.0, 0.0, 0.1], [0.0, -0.1, 0.1], [-0.1, 0.0, 0.0], [0.0, 0.0, 0.0], [-0.1, 0.2, 0.2], [0.1, -0.2, 0.0], [0.3, 0.1, 0.0], [0.0, 0.2, -0.2], [-2.2, -0.2, -0.3], [0.3, -0.3, 0.1], [0.0, 0.0, 0.1], [0.0, 0.0, 0.0], [0.0, 0.0, 0.0], [0.0, 0.0, 0.0], [0.0, 0.0, 0.1], [0.4, -0.1, -0.1], [0.1, 0.0, -0.1], [0.0, 0.0, 0.0], [0.0, 0.0, 0.1], [0.0, 0.0, 0.0], [0.0, 0.0, -0.1], [0.0, 0.0, 0.0], [0.0, 0.0, 0.0], [0.0, 0.0, 0.0], [0.0, 0.0, 0.0], [0.0, 0.0, 0.0], [0.0, 0.0, 0.0], [0.0, 0.0, 0.0], [0.0, 0.0, 0.0], [0.0, 0.0, 0.0], [0.0, 0.0, 0.0], [0.0, 0.0, 0.0], [0.0, 0.0, 0.0], [0.0, 0.0, 0.0], [0.0, 0.0, -0.1], [0.0, 0.0, 0.1], [0.0, 0.0, 0.0], [0.0, 0.0, 0.0], [0.0, 0.0, 0.0], [0.0, 0.0, 0.0], [-0.1, 0.0, -0.2], [0.0, 1.0, 0.3], [-0.1, 0.3, 0.1], [0.0, -0.1, 0.0], [0.0, -0.1, 0.0], [0.0, 0.0, 0.0], [0.0, 0.1, -0.2], [0.1, -0.2, 0.3], [-0.1, 0.1, -0.2], [0.0, 0.2, -0.3], [0.0, 0.1, 0.2], [0.0, -0.2, 0.0], [0.0, 0.0, 0.0], [0.0, 0.0, 0.0], [0.0, 0.0, 0.0], [0.0, 0.0, 0.0]],
  "lowdin_charge": [0.55, -0.06, -0.18, -0.02, 0.05, -0.02, -0.57, 0.07, -0.05, -0.29, -0.08, -0.02, 0.11, -0.18, 0.07, -0.15, 0.06, -0.11, -0.09, -0.14, -0.09, 0.06, -0.08, -0.15, 0.08, 0.07, 0.09, 0.11, 0.13, 0.15, 0.13, 0.12, 0.14, 0.14, 0.14, 0.14, 0.19, 0.18, 0.14, 0.14, 0.15, 0.13, -0.24, 0.73, -0.23, -0.24, 1.01, -0.34, -0.11, -0.07, -0.08, -0.08, -0.13, -0.32, -0.13, -0.09, -0.10, -0.08, -0.10, 0.02, 0.02, 0.01, 0.02, 0.01, 0.01, 0.02, 0.01, 0.01, 0.08, 0.11, 0.11, 0.11, 0.06, 0.06, 0.11, 0.10, 0.10, 0.09, -0.03, -0.58, -0.01, -0.11, 0.00, -0.05, 0.01, -0.12, 0.08, -0.35, 0.09, 0.08, 0.12, 0.11, 0.12, 0.14],
  "s2": 0.75,
  "total_charge": 1,
  "energy_ha": -6671.96440,
  "orbital_gap_ev": [6.075, 7.056],
  "multiplicity": 2,
  "homo_energy_ev": [-9.49, -10.58],
  "molar_mass_g_mol": 854.3
}